[1]
{
  "formula": "C11H10F4N2O2",
  "method": "ωB97M-V/def2-TZVPD",
  "symbols": ["F", "C", "C", "F", "C", "O", "C", "F", "C", "F", "C", "O", "C", "C", "C", "N", "N", "C", "C", "H", "H", "H", "H", "H", "H", "H", "H", "H", "H"],
  "xyz": [[-2.4130, 1.3281, 1.5240], [-1.2620, 0.6513, 1.7308], [-1.2915, -0.6835, 1.9282], [-2.4375, -1.3892, 1.9914], [-0.0651, -1.4667, 2.0738], [-0.0717, -2.6712, 2.3565], [1.1738, -0.7306, 1.8431], [2.3070, -1.4591, 1.8192], [1.1668, 0.6029, 1.6526], [2.3392, 1.2486, 1.4270], [-0.0282, 1.4355, 1.7751], [0.0121, 2.6607, 1.9769], [2.2769, 2.6024, -1.4578], [1.3560, 1.6881, -2.2836], [-0.0821, 2.0053, -1.8840], [0.0613, 2.7254, -0.6059], [-0.9373, 3.5370, -0.2513], [-2.1094, 3.5213, -0.7538], [1.4057, 3.3893, -0.4940], [2.9836, 2.0013, -0.8765], [2.8545, 3.2921, -2.0766], [1.4843, 1.8279, -3.3614], [1.5811, 0.6432, -2.0372], [-0.5961, 2.6050, -2.6624], [-0.6935, 1.0996, -1.7364], [-2.7864, 4.3212, -0.4391], [-2.4741, 2.7745, -1.4795], [1.7429, 3.3136, 0.5421], [1.3284, 4.4693, -0.7159]],
  "relative_energy_ev": 0.0000,
  "orbital_gap_ev": 6.34,
  "smiles": "O=C1C(F)=C(F)C(=O)C(F)=C1F.C=NN1CCCC1",
  "e_homo_ev": -8.79,
  "molar_mass_g_mol": 278.205,
  "charge": 0
}

***

[2]
{
  "formula": "C5H10O2",
  "method": "ωB97M-V/def2-TZVPD",
  "symbols": ["C", "C", "O", "C", "C", "C", "O", "H", "H", "H", "H", "H", "H", "H", "H", "H", "H"],
  "xyz": [[2.2068, -0.0290, -0.5736], [0.8862, 0.2133, 0.1277], [0.0430, 0.9282, -0.7429], [-1.2403, 1.1686, -0.1879], [-1.9255, -0.1278, 0.2603], [0.3627, -1.1988, 0.4565], [0.2932, -2.0734, -0.3762], [2.6968, 0.9071, -0.8402], [1.9952, -0.6167, -1.4710], [2.8628, -0.6205, 0.0739], [1.0094, 0.7751, 1.0712], [-1.8170, 1.6473, -0.9816], [-1.1559, 1.8884, 0.6447], [-1.9831, -0.2263, 1.3510], [-2.9122, -0.2609, -0.1648], [0.0911, -1.3859, 1.5157], [-1.4133, -0.9887, -0.1627]],
  "relative_energy_ev": 2.4385,
  "orbital_gap_ev": 10.50,
  "smiles": "CCO[C@H](C)C=O",
  "e_homo_ev": -9.59,
  "molar_mass_g_mol": 102.133,
  "charge": 0
}

***

[3]
{
  "formula": "C4H11N4",
  "method": "ωB97M-V/def2-TZVPD",
  "symbols": ["C", "C", "C", "C", "N", "N", "N", "N", "H", "H", "H", "H", "H", "H", "H", "H", "H", "H", "H"],
  "xyz": [[-2.9026, 0.7835, 0.5784], [-1.6268, -0.9796, -0.5312], [0.4685, -0.4125, 0.7448], [1.8679, -0.6624, 0.0426], [-2.6327, -0.3191, 0.1918], [-0.6234, 1.1684, -0.8327], [-0.4197, -0.1878, -0.3909], [2.6202, 0.5386, -0.0409], [-3.0566, 1.7602, 0.8635], [-1.3152, -1.9098, -0.1629], [-2.0364, -1.1374, -1.5020], [0.0775, -1.2335, 1.2687], [0.5340, 0.5250, 1.3900], [1.6479, -1.1694, -0.9016], [2.4470, -1.3485, 0.6783], [-0.9067, 1.0850, -1.7694], [3.6314, 0.3591, 0.2615], [2.2822, 1.2273, 0.6399], [-0.0567, 1.9130, -0.5278]],
  "relative_energy_ev": 5.5246,
  "orbital_gap_ev": [7.71, 7.71],
  "smiles": "C#[N+]CN(N)CCN",
  "e_homo_ev": [-12.51, -12.51],
  "molar_mass_g_mol": 115.160,
  "charge": 1
}

***

[4]
{
  "formula": "C8H14N2O4",
  "method": "ωB97M-V/def2-TZVPD",
  "symbols": ["C", "C", "C", "C", "C", "C", "C", "C", "H", "H", "H", "H", "H", "H", "H", "H", "H", "H", "H", "H", "H", "H", "N", "N", "O", "O", "O", "O"],
  "xyz": [[1.7311, -1.2832, 0.1104], [0.3290, -1.5452, 0.8365], [2.4851, -0.0355, 0.5273], [-0.6683, 0.6106, -0.1285], [-0.0050, 1.6900, 0.6923], [-2.0898, 0.9565, -0.2332], [-2.8810, -0.2275, -0.5282], [-2.0973, -1.2690, 0.1530], [1.8754, -0.3896, -1.6976], [1.7395, -2.2118, -1.9297], [2.2245, -2.2125, 0.6048], [2.1221, 0.5014, 1.4500], [3.5571, -0.2957, 0.6189], [2.7024, 1.7825, -0.4999], [-0.0450, 0.6887, -1.1059], [-2.4903, 1.4601, 0.6241], [-2.2690, 1.7841, -0.9300], [-3.8120, -0.2228, -0.1681], [-2.7992, -0.4561, -1.6450], [-2.3417, -1.3978, 1.2191], [-2.0841, -2.1718, -0.4581], [0.7439, 3.4065, 0.6618], [1.7630, -1.3138, -1.3346], [-0.7250, -0.7320, 0.2490], [0.0442, -2.4963, 1.6203], [2.4215, 0.8176, -0.5618], [0.4020, 1.6619, 1.7784], [0.1670, 2.9005, 0.0749]],
  "relative_energy_ev": 3.3063,
  "orbital_gap_ev": 8.97,
  "smiles": "N[C@@H](CO)C(=O)N1CCC[C@H]1C(=O)O",
  "e_homo_ev": -8.61,
  "molar_mass_g_mol": 202.210,
  "charge": 0
}

***

[5]
{
  "formula": "C4H8O2S",
  "method": "ωB97M-V/def2-TZVPD",
  "symbols": ["C", "C", "C", "C", "H", "H", "H", "H", "H", "H", "H", "H", "O", "O", "S"],
  "xyz": [[-1.1081, 0.0099, 1.5918], [0.2355, 0.1172, 0.7968], [1.3031, -1.0949, -0.9954], [-0.3751, 0.9662, -1.2706], [-1.1710, -1.0085, 2.0601], [-1.1522, 0.7666, 2.3868], [-1.9346, 0.3193, 1.0008], [1.0305, 0.2338, 1.5762], [2.3059, -0.6169, -0.7777], [1.4241, -2.1574, -1.2359], [-0.3774, 1.8976, -1.7650], [-1.3973, 0.6882, -1.0569], [0.4349, -1.0925, 0.1331], [0.2774, 1.1767, -0.0621], [0.5043, -0.2055, -2.3819]],
  "relative_energy_ev": 1.6551,
  "orbital_gap_ev": 9.75,
  "smiles": "CC1OCSCO1",
  "e_homo_ev": -8.84,
  "molar_mass_g_mol": 120.173,
  "charge": 0
}